(1)
{
  "formula": "C24H72ClO12",
  "method": "ωB97M-V/def2-TZVPD",
  "symbols": ["Cl", "C", "C", "O", "H", "H", "H", "H", "H", "H", "C", "C", "O", "H", "H", "H", "H", "H", "H", "C", "C", "O", "H", "H", "H", "H", "H", "H", "C", "C", "O", "H", "H", "H", "H", "H", "H", "C", "C", "O", "H", "H", "H", "H", "H", "H", "C", "C", "O", "H", "H", "H", "H", "H", "H", "C", "C", "O", "H", "H", "H", "H", "H", "H", "C", "C", "O", "H", "H", "H", "H", "H", "H", "C", "C", "O", "H", "H", "H", "H", "H", "H", "C", "C", "O", "H", "H", "H", "H", "H", "H", "C", "C", "O", "H", "H", "H", "H", "H", "H", "C", "C", "O", "H", "H", "H", "H", "H", "H"],
  "xyz": [[-0.604, -0.191, -0.364], [0.669, -3.023, -4.346], [1.449, -2.260, -3.287], [1.017, -0.911, -3.430], [1.090, -2.992, -5.351], [-0.383, -2.743, -4.411], [0.546, -4.050, -4.002], [2.532, -2.290, -3.404], [1.183, -2.658, -2.307], [0.717, -0.579, -2.580], [-1.235, 2.217, -3.519], [-2.665, 2.005, -2.862], [-2.545, 2.181, -1.469], [-1.288, 3.273, -3.784], [-1.143, 1.440, -4.277], [-0.405, 2.015, -2.842], [-2.938, 0.953, -2.778], [-3.564, 2.408, -3.329], [-1.912, 1.535, -1.147], [-0.506, -6.600, -0.547], [0.358, -5.487, 0.110], [-0.211, -4.930, 1.386], [-1.454, -6.141, -0.830], [-0.677, -7.389, 0.185], [-0.075, -7.131, -1.396], [0.403, -4.759, -0.700], [1.356, -5.919, 0.184], [0.149, -4.057, 1.557], [3.546, -2.724, -0.321], [4.167, -2.535, 1.069], [3.325, -1.606, 1.833], [2.861, -1.885, -0.442], [3.037, -3.634, -0.640], [4.395, -2.583, -0.990], [5.172, -2.114, 1.035], [4.401, -3.355, 1.748], [2.477, -2.054, 1.792], [2.229, 2.388, 1.479], [1.130, 3.261, 0.780], [1.126, 2.872, -0.610], [3.144, 2.975, 1.564], [2.387, 1.422, 0.998], [1.970, 2.291, 2.533], [1.398, 4.313, 0.871], [0.203, 3.034, 1.307], [0.766, 1.982, -0.626], [1.462, 6.814, -3.421], [1.956, 5.532, -2.642], [0.844, 4.615, -2.737], [0.379, 6.780, -3.305], [1.688, 6.744, -4.485], [1.916, 7.729, -3.040], [2.209, 5.592, -1.583], [2.780, 5.082, -3.196], [0.880, 4.028, -1.978], [0.248, -3.098, 3.993], [0.102, -1.807, 3.208], [0.241, -2.062, 1.893], [0.095, -3.063, 5.072], [1.244, -3.468, 3.750], [-0.465, -3.861, 3.679], [0.926, -1.154, 3.495], [-0.835, -1.334, 3.502], [-0.113, -1.362, 1.339], [-4.527, -1.184, 1.023], [-5.364, 0.034, 0.595], [-6.765, -0.273, 0.558], [-3.489, -0.958, 1.268], [-4.620, -1.939, 0.243], [-4.824, -1.841, 1.841], [-5.212, 0.393, -0.423], [-5.268, 0.911, 1.235], [-7.174, 0.575, 0.373], [0.176, 2.379, 6.146], [0.066, 0.978, 5.540], [-1.244, 0.629, 5.170], [-0.072, 3.089, 5.357], [1.186, 2.624, 6.475], [-0.385, 2.541, 7.067], [0.423, 0.211, 6.228], [0.737, 1.028, 4.682], [-1.333, 1.013, 4.294], [-2.700, 3.550, 3.256], [-2.340, 2.560, 2.059], [-1.517, 1.568, 2.612], [-1.796, 4.056, 3.595], [-3.186, 3.075, 4.108], [-3.412, 4.271, 2.855], [-1.982, 3.226, 1.274], [-3.278, 2.071, 1.796], [-1.156, 1.080, 1.868], [-2.246, -3.850, -2.381], [-3.252, -2.781, -2.752], [-2.656, -1.598, -3.001], [-1.882, -4.431, -3.228], [-2.753, -4.689, -1.904], [-1.429, -3.381, -1.833], [-3.906, -2.701, -1.884], [-3.986, -3.129, -3.479], [-2.205, -1.183, -2.262], [4.948, 1.441, -0.985], [3.917, 1.828, -1.994], [4.464, 1.905, -3.263], [5.270, 0.423, -1.200], [4.514, 1.605, 0.002], [5.765, 2.158, -1.067], [3.645, 2.874, -1.850], [3.045, 1.179, -1.907], [4.653, 0.992, -3.493]],
  "atomic_forces_ev_per_a": [[0.050, 0.323, -0.092], [-0.137, -1.181, 0.201], [-1.259, 0.678, -0.641], [0.502, 0.397, 0.231], [0.138, 0.006, 0.110], [0.177, 0.771, 0.169], [0.524, -0.489, -0.337], [0.093, -0.301, -0.111], [0.063, 0.082, 0.184], [-0.168, 0.115, 0.327], [-2.483, -0.183, 0.223], [1.870, -3.113, 0.903], [-0.938, 2.477, 1.401], [0.944, -0.241, -0.687], [0.116, 0.676, -0.723], [-0.388, 0.220, 0.365], [0.165, -0.616, -1.674], [0.441, 1.094, 0.243], [0.190, -0.325, 0.024], [-0.514, 0.365, 1.620], [-0.732, -0.049, -0.225], [0.643, -2.170, -2.389], [-0.081, -0.342, -0.051], [-0.322, -0.003, 0.152], [0.417, 0.607, -0.137], [0.154, 0.770, 0.461], [0.234, 0.314, 0.799], [0.152, 0.552, -0.362], [1.088, 0.269, -0.044], [-0.483, 0.763, 1.378], [1.053, -0.811, -0.519], [0.019, -0.006, -0.214], [0.042, -0.191, 0.669], [-0.268, -0.007, -0.554], [-0.202, 0.716, -0.518], [-0.712, -0.921, -0.449], [-0.727, 0.311, 0.235], [-0.395, 1.541, 0.647], [1.487, -1.831, 0.082], [-0.325, 1.030, 0.773], [0.379, -0.266, -0.582], [-0.102, 0.100, 0.143], [-0.269, -0.551, 0.078], [-0.282, -0.020, -0.255], [-0.300, 0.301, -0.471], [-0.302, -0.525, -0.185], [0.555, -0.989, 1.075], [-1.424, -0.450, -1.455], [0.358, 0.760, -0.352], [0.057, 0.474, 0.055], [0.070, -0.176, 0.065], [-0.190, 0.081, 0.046], [0.190, 0.804, -0.045], [0.403, 0.087, 0.195], [-0.027, -0.520, 0.302], [0.043, -0.588, -0.291], [-0.067, 0.490, 3.086], [0.352, -1.611, -2.212], [0.330, 0.625, 0.007], [0.120, -0.341, 0.342], [-0.081, 0.070, -0.376], [-0.003, 0.418, 0.516], [-0.183, 0.220, -0.316], [-0.181, 0.440, -0.636], [-0.300, -0.423, -0.588], [-0.530, -0.009, 0.265], [-0.394, -0.453, 0.499], [0.056, 0.235, -0.607], [0.627, 0.244, -0.574], [-0.864, 0.929, 0.687], [1.279, -0.282, -0.037], [0.527, -0.101, 0.365], [-0.330, -0.130, -0.041], [0.226, 0.007, 0.276], [0.460, 0.482, 0.748], [0.255, 0.054, 0.303], [-0.306, 0.240, 0.261], [0.404, -0.263, -0.332], [-0.627, -0.102, -0.298], [0.130, 0.001, 0.044], [0.052, -0.510, -0.273], [-0.652, 0.061, -0.570], [0.090, -0.675, -1.271], [-2.153, 1.534, 2.829], [1.015, 0.203, -0.593], [-0.034, 0.077, 0.003], [0.177, -0.325, -0.094], [0.102, 0.251, 0.046], [0.542, -0.739, -0.352], [-0.032, 0.218, -0.644], [0.311, -0.637, -0.323], [-0.362, -1.195, -0.902], [-0.903, -1.783, 2.303], [0.402, 2.145, -2.202], [0.612, 0.656, -0.526], [-0.005, 0.339, 1.024], [-0.053, -0.446, 0.286], [-0.204, 0.211, 0.506], [0.511, 0.419, -0.898], [0.058, -0.320, 0.553], [-0.024, 0.586, 0.249], [-0.377, 1.474, 0.798], [0.395, -0.935, -1.479], [0.210, -0.077, 0.513], [0.159, -0.656, 0.182], [0.318, -0.268, -0.074], [-0.616, -0.153, 0.610], [-0.241, 0.048, -0.299], [0.213, -0.064, -0.580]],
  "mulliken_charge": [-0.495, -1.290, 0.808, -0.518, 0.374, 0.260, 0.348, 0.246, -0.500, 0.063, -0.560, 0.055, -0.500, 0.256, 0.350, -0.132, -0.087, 0.360, 0.070, -1.201, 0.441, -0.606, 0.157, 0.372, 0.365, -0.276, 0.321, 0.174, -0.775, -0.427, -0.522, 0.150, 0.312, 0.389, 0.288, 0.254, 0.230, -0.969, 0.773, -0.130, 0.325, 0.074, 0.321, 0.552, -0.844, -0.260, -1.115, -0.107, -0.376, 0.265, 0.280, 0.331, 0.297, 0.196, 0.401, -1.681, 0.148, 1.404, 0.379, 0.263, 0.356, 0.180, 0.299, -0.820, -0.673, 0.021, -0.594, 0.150, 0.036, 0.431, 0.132, 0.151, 0.320, -1.135, 0.219, -0.535, 0.158, 0.379, 0.308, 0.424, -0.161, 0.412, -1.511, 0.554, -0.004, 0.285, 0.339, 0.440, 0.221, -0.326, -0.165, -0.882, -0.178, -0.435, 0.368, 0.414, 0.150, -0.076, 0.370, 0.057, -1.062, 0.632, -0.597, 0.300, 0.202, 0.329, -0.019, -0.088, 0.338],
  "homo_energy_ev": -6.60,
  "e_above_lowest_ev": 2.524,
  "lumo_energy_ev": 2.64,
  "charge": -1,
  "multiplicity": 1,
  "max_force_ev_per_a": 3.87
}

(2)
{
  "formula": "C24H72F6NO10P",
  "method": "ωB97M-V/def2-TZVPD",
  "symbols": ["N", "H", "H", "H", "H", "P", "F", "F", "F", "F", "F", "F", "C", "C", "C", "O", "H", "H", "H", "H", "H", "H", "H", "H", "C", "C", "C", "O", "H", "H", "H", "H", "H", "H", "H", "H", "C", "C", "C", "O", "H", "H", "H", "H", "H", "H", "H", "H", "C", "C", "C", "O", "H", "H", "H", "H", "H", "H", "H", "H", "C", "C", "C", "O", "H", "H", "H", "H", "H", "H", "H", "H", "C", "C", "C", "O", "H", "H", "H", "H", "H", "H", "H", "H", "C", "C", "C", "O", "H", "H", "H", "H", "H", "H", "H", "H", "C", "C", "C", "O", "H", "H", "H", "H", "H", "H", "H", "H", "O", "H", "H", "O", "H", "H"],
  "xyz": [[14.352, 12.225, 3.757], [15.110, 12.185, 3.091], [13.489, 12.693, 3.521], [14.662, 12.591, 4.646], [14.112, 11.253, 3.892], [16.175, 16.027, 3.643], [14.692, 15.787, 4.295], [16.896, 15.027, 4.779], [15.978, 14.729, 2.664], [17.650, 16.232, 2.975], [15.510, 16.998, 2.526], [16.395, 17.314, 4.633], [16.821, 19.819, 2.016], [16.280, 21.212, 2.367], [16.606, 22.254, 1.320], [14.876, 21.192, 2.545], [17.876, 19.771, 1.748], [16.308, 19.412, 1.145], [16.730, 19.240, 2.935], [16.682, 21.508, 3.336], [17.687, 22.345, 1.215], [16.264, 23.228, 1.669], [16.204, 22.119, 0.315], [14.631, 20.533, 3.199], [12.787, 13.987, 0.840], [11.994, 14.134, 2.099], [10.548, 14.636, 1.904], [12.025, 12.976, 2.769], [13.155, 14.935, 0.447], [12.197, 13.480, 0.076], [13.698, 13.389, 0.861], [12.414, 14.947, 2.691], [10.072, 14.137, 1.060], [10.457, 15.718, 1.804], [9.947, 14.181, 2.691], [11.463, 12.415, 2.230], [13.730, 18.482, -0.019], [12.772, 19.533, -0.585], [13.276, 20.979, -0.571], [12.426, 19.026, -1.827], [13.856, 18.725, 1.035], [14.685, 18.531, -0.541], [13.373, 17.459, -0.143], [11.816, 19.520, -0.061], [13.325, 21.277, 0.476], [12.639, 21.681, -1.110], [14.268, 21.183, -0.974], [11.850, 18.259, -1.786], [14.805, 11.682, 7.625], [15.132, 13.102, 7.500], [16.611, 13.378, 7.744], [14.870, 13.426, 6.131], [15.473, 11.094, 6.997], [13.760, 11.544, 7.347], [14.992, 11.358, 8.649], [14.523, 13.664, 8.207], [17.197, 12.739, 7.083], [16.839, 13.105, 8.774], [16.853, 14.422, 7.542], [15.323, 14.237, 5.889], [18.039, 18.836, 9.673], [19.031, 18.539, 8.571], [18.351, 17.702, 7.528], [19.524, 19.667, 7.956], [17.505, 17.954, 10.027], [17.282, 19.488, 9.239], [18.498, 19.376, 10.501], [19.864, 17.947, 8.950], [18.153, 16.725, 7.970], [18.998, 17.517, 6.672], [17.437, 18.027, 7.031], [18.779, 20.229, 7.734], [12.255, 17.928, 4.558], [12.736, 19.285, 4.126], [12.252, 20.360, 5.053], [14.149, 19.362, 4.225], [12.938, 17.444, 5.256], [12.110, 17.318, 3.667], [11.261, 17.976, 5.004], [12.470, 19.542, 3.101], [12.590, 20.183, 6.074], [11.174, 20.515, 5.086], [12.729, 21.300, 4.777], [14.466, 18.525, 3.878], [11.235, 15.177, 5.391], [10.481, 13.942, 5.950], [11.330, 13.089, 6.931], [9.337, 14.343, 6.713], [10.585, 15.636, 4.646], [12.197, 15.014, 4.904], [11.373, 15.868, 6.222], [10.136, 13.257, 5.176], [12.290, 12.805, 6.498], [10.721, 12.274, 7.320], [11.671, 13.596, 7.835], [9.639, 14.689, 7.556], [18.517, 17.191, 0.097], [19.814, 16.409, 0.314], [21.013, 17.158, -0.253], [19.975, 16.202, 1.752], [18.732, 18.201, 0.448], [17.669, 16.844, 0.688], [18.228, 17.306, -0.948], [19.826, 15.443, -0.192], [21.360, 17.979, 0.374], [20.678, 17.581, -1.200], [21.773, 16.387, -0.377], [19.179, 16.454, 2.225], [18.679, 13.300, 2.815], [19.298, 13.993, 2.586], [17.959, 13.755, 3.250], [16.447, 11.906, 2.165], [16.434, 11.438, 1.331], [17.308, 12.322, 2.194]],
  "atomic_forces_ev_per_a": [[-0.351, -1.239, 0.845], [0.811, 0.708, -1.078], [-0.401, 0.352, -0.851], [0.525, 0.392, 1.076], [-0.218, -0.354, 0.304], [0.382, 0.582, 0.121], [0.680, -0.359, -0.022], [-0.906, 0.556, -0.591], [-0.258, 0.308, 0.577], [-0.757, 0.168, 0.593], [0.160, -0.448, 0.340], [-0.041, -1.016, -0.600], [0.075, 0.396, 0.349], [-0.059, -0.348, -0.504], [0.459, 0.774, 0.308], [-0.182, 0.760, -1.182], [0.167, 0.536, 0.168], [-0.365, -0.216, 0.320], [-0.253, -0.563, -0.395], [0.580, 0.211, -0.008], [0.130, -0.095, -0.006], [-0.145, 0.076, -0.025], [-0.250, -0.491, 0.164], [0.119, -0.423, 0.461], [0.540, 0.280, -1.621], [-0.081, 4.294, -1.315], [-0.119, -1.345, -0.459], [-0.921, -2.763, 1.728], [-0.406, 0.179, -0.123], [-0.292, 0.171, -0.249], [0.074, -0.099, 0.897], [0.624, -0.384, 0.434], [0.210, 0.252, -0.697], [-0.084, -0.192, 0.176], [0.043, 0.809, 0.675], [-0.055, -0.872, 0.307], [0.142, 1.117, 0.890], [-0.210, -1.084, 0.635], [0.098, -0.083, -0.036], [-0.201, 0.622, -3.206], [0.467, -0.386, 0.182], [0.077, 0.147, 0.087], [-0.347, 0.102, 0.108], [0.098, 0.242, 0.944], [-0.007, 0.093, 0.036], [-0.436, -0.281, 0.077], [0.198, -0.643, -0.109], [0.116, 0.135, 0.414], [-0.095, -1.223, 0.455], [1.383, 0.864, -0.513], [-0.396, -0.280, 0.318], [-0.727, 0.208, 0.047], [-0.142, -0.121, -0.207], [0.061, -0.408, 0.130], [-0.307, -0.126, 0.060], [-0.227, 0.450, -0.252], [0.085, 0.066, -0.051], [0.242, 0.239, 0.060], [0.096, -0.007, 0.155], [0.164, 0.405, -0.089], [-0.065, 0.603, 0.197], [-1.215, -1.232, -0.158], [0.096, -1.716, -0.895], [1.044, 1.594, 0.022], [0.255, -0.081, 0.076], [-0.212, 0.147, 0.042], [-0.015, -0.109, 0.106], [0.249, 0.244, 0.053], [-0.236, -0.235, -0.089], [0.389, -0.014, 0.124], [-0.255, 0.629, 0.613], [-0.057, 0.148, -0.126], [-0.720, -0.365, -0.708], [-0.213, 0.672, 0.838], [0.023, 1.049, 0.457], [0.273, -0.662, 0.162], [0.012, 0.126, -0.093], [0.320, -0.433, 0.056], [0.048, 0.181, 0.159], [-0.329, -0.189, -0.193], [-0.008, -0.342, 0.066], [-0.022, -0.181, -0.251], [-0.139, 0.158, -0.147], [0.654, -0.211, -0.100], [-1.016, -0.657, 0.183], [1.312, -0.096, 1.680], [0.278, 0.311, -0.336], [-0.409, 0.099, -0.878], [-0.013, 0.222, 0.122], [0.028, -0.416, 0.258], [0.082, 0.073, -0.083], [-0.184, 0.285, -0.155], [-0.238, -0.537, -0.335], [0.222, -0.347, -0.402], [-0.306, 0.777, 0.041], [0.125, 0.070, 0.029], [0.337, 0.398, 0.065], [-0.652, 0.609, 1.121], [-0.433, -0.457, 0.169], [0.764, -0.392, -1.000], [-0.097, 0.166, 0.064], [0.062, -0.280, -0.193], [0.050, -0.291, -0.071], [-0.422, -0.261, 0.177], [-0.066, -0.167, 0.151], [0.412, -0.129, -0.260], [0.450, 0.538, -0.237], [-0.035, 0.096, -0.272], [-0.137, -0.698, 0.007], [0.319, 0.454, -0.305], [-0.128, 0.489, 0.360], [-0.673, -0.735, -0.316], [-0.085, -0.150, -0.190], [1.004, 0.600, 0.147]],
  "mulliken_charge": [0.309, 0.343, 0.147, 0.157, 0.501, 1.202, -0.401, -0.147, -0.416, -0.091, -0.215, -0.370, -0.555, 0.607, -1.590, -0.557, 0.362, 0.006, 0.030, 0.233, 0.408, 0.430, 0.244, 0.383, -1.106, 2.044, -1.433, -0.700, -0.021, 0.431, 0.254, -1.124, 0.428, 0.286, 0.361, 0.366, -0.013, 0.328, -1.146, -0.624, -0.133, 0.240, -0.084, 0.197, 0.241, 0.396, 0.240, 0.318, -1.537, 0.904, -1.400, -0.364, 0.324, 0.350, 0.489, 0.215, 0.302, 0.485, 0.236, -0.188, -1.219, 0.126, -0.801, -0.551, 0.334, 0.311, 0.327, 0.354, 0.167, 0.367, 0.194, 0.361, -0.896, 1.085, -1.822, -0.796, 0.181, 0.103, 0.556, -0.158, 0.369, 0.401, 0.411, 0.236, -0.573, 0.152, -1.108, -0.618, 0.333, -0.200, 0.592, 0.236, -0.114, 0.436, 0.391, 0.389, -1.243, 0.713, -1.442, -0.686, 0.281, 0.165, 0.461, 0.239, 0.331, 0.336, 0.383, 0.539, -0.833, 0.325, 0.319, -0.594, 0.262, 0.304],
  "homo_energy_ev": -9.08,
  "e_above_lowest_ev": 0.283,
  "lumo_energy_ev": -0.32,
  "multiplicity": 1,
  "max_force_ev_per_a": 4.49
}